DFT (wB97M-V/def2-TZVPD) results for an isolated molecule of C6H10.

## Properties
- SMILES: C=CC/C=C\C
- HOMO level: -9.12 eV
- Charge: 0
- Gap between HOMO and LUMO: 10.35 eV

Last column: Löwdin charge in e.
Geometry (Å):
C 0.386 -1.274 0.268  -0.22
C 0.522 -0.713 -1.132  -0.13
C -0.217 0.276 -1.631  -0.17
C -1.386 0.940 -0.962  -0.10
C 0.478 0.453 2.101  -0.01
C 1.083 -0.323 1.208  -0.19
H -0.666 -1.388 0.557  0.11
H 0.839 -2.272 0.318  0.11
H 1.356 -1.089 -1.723  0.10
H 0.033 0.656 -2.622  0.10
H -2.284 0.858 -1.585  0.07
H -1.610 0.507 0.016  0.05
H -1.194 2.010 -0.811  0.08
H -0.596 0.399 2.272  0.06
H 1.031 1.188 2.679  0.05
H 2.157 -0.220 1.048  0.10

---

DFT (wB97M-V/def2-TZVPD) results for a cluster of 2 separate species, C6H10 in total.

## Properties
- HOMO level (spin up / spin down): -7.21 / -6.71 eV
- Charge: 0
- Gap between HOMO and LUMO (spin up / spin down): 8.23 / 7.73 eV

Last column: Löwdin charge in e.
Geometry (Å):
C 1.208 -0.623 1.657  0.00
C 0.757 -1.502 0.846  0.02
C 0.410 -0.094 0.588  -0.20
C -2.061 0.186 1.038  0.01
C 0.343 0.160 -1.919  -0.08
C 0.698 0.860 -0.562  -0.20
H 1.792 -0.264 2.447  0.09
H 0.891 -2.404 0.346  0.09
H -1.787 1.274 1.167  -0.01
H -2.478 -0.266 1.939  -0.02
H -2.426 -0.235 0.126  -0.04
H -0.688 -0.124 -1.999  0.07
H 1.048 -0.619 -1.988  0.05
H 0.551 0.799 -2.715  0.04
H 0.021 1.682 -0.365  0.09
H 1.722 1.170 -0.605  0.10

---

DFT (wB97M-V/def2-TZVPD) results for an isolated molecule of C6H10.

## Properties
- SMILES: C1CC2(C1)CC2
- HOMO level: -9.80 eV
- Charge: 0
- Gap between HOMO and LUMO: 11.02 eV

Last column: Löwdin charge in e.
Geometry (Å):
C 0.965 -0.904 -1.189  -0.09
C -0.017 0.069 -1.785  -0.09
C 0.089 -0.080 -0.302  -0.45
C 0.546 0.984 0.697  -0.11
C -0.521 0.459 1.693  -0.16
C -0.993 -0.591 0.653  -0.11
H 2.024 -0.657 -1.229  0.10
H 0.747 -1.967 -1.274  0.10
H -0.903 -0.332 -2.272  0.10
H 0.369 0.982 -2.234  0.10
H 0.392 2.017 0.368  0.11
H 1.582 0.884 1.037  0.11
H -1.280 1.195 1.972  0.10
H -0.100 0.024 2.604  0.10
H -2.018 -0.449 0.295  0.11
H -0.881 -1.634 0.967  0.11

---

DFT (wB97M-V/def2-TZVPD) results for an isolated molecule of C6H10.

## Properties
- SMILES: C=C1CCCC1
- HOMO level: -9.25 eV
- Charge: 0
- Gap between HOMO and LUMO: 10.44 eV

Last column: Löwdin charge in e.
Geometry (Å):
C 2.144 -0.023 -0.417  0.04
C 0.826 0.138 -0.432  -0.34
C 0.081 1.203 0.329  -0.17
C -0.869 0.299 1.123  -0.20
C -1.434 -0.590 0.002  -0.19
C -0.202 -0.883 -0.893  -0.15
H 2.797 0.721 0.034  0.06
H 2.612 -0.916 -0.823  0.06
H -0.261 -0.309 1.807  0.12
H 0.734 1.853 0.918  0.11
H -0.525 1.829 -0.342  0.12
H -1.634 0.836 1.690  0.11
H -1.929 -1.498 0.357  0.10
H -2.178 -0.010 -0.558  0.11
H -0.442 -0.776 -1.958  0.11
H 0.180 -1.900 -0.753  0.11

---

DFT (wB97M-V/def2-TZVPD) results for an isolated molecule of C6H10.

## Properties
- HOMO level (spin up / spin down): -8.09 / -8.11 eV
- Charge: 0
- Gap between HOMO and LUMO (spin up / spin down): 7.35 / 7.37 eV

Last column: Löwdin charge in e.
Geometry (Å):
C 2.144 0.032 0.051  -0.12
C 0.854 -0.373 0.760  -0.27
C -1.182 -1.415 -1.317  0.10
C -1.977 -0.318 -0.859  -0.23
C -1.493 0.606 0.023  -0.06
C -0.191 0.758 0.743  -0.20
H 2.599 0.918 0.512  0.07
H 1.944 0.263 -1.002  0.07
H 2.882 -0.776 0.080  0.07
H 1.072 -0.638 1.801  0.10
H -1.729 -1.875 -2.165  -0.01
H 0.438 -1.252 0.267  0.05
H -2.990 -0.110 -1.225  0.08
H -2.163 1.447 0.234  0.11
H 0.253 1.680 0.327  0.12
H -0.461 1.053 1.768  0.12

---

DFT (wB97M-V/def2-TZVPD) results for a structure of composition C6H10.

## Properties
- HOMO level: -9.72 eV
- Charge: 0
- Gap between HOMO and LUMO: 10.75 eV

Last column: Löwdin charge in e.
Geometry (Å):
C -2.647 -0.579 -0.062  -0.19
C -1.115 -0.404 0.196  -0.38
C -0.557 0.912 -0.283  -0.25
C 0.943 1.031 0.184  -0.25
C 1.881 -0.048 -0.023  -0.18
C 2.641 -1.003 -0.123  0.11
H -3.372 0.142 0.815  0.13
H -2.902 -1.810 0.103  0.10
H -3.042 -0.160 -1.240  0.12
H -0.919 -0.494 1.350  0.13
H -0.628 -1.378 -0.113  0.11
H -0.680 1.098 -1.431  0.13
H -1.044 1.879 0.198  0.14
H 1.430 2.013 -0.079  0.13
H 0.877 0.978 1.292  0.12
H 3.409 -1.719 -0.234  0.01

---

DFT (wB97M-V/def2-TZVPD) results for an isolated molecule of C6H10.

## Properties
- HOMO level: -8.03 eV
- Charge: 0
- Gap between HOMO and LUMO: 8.68 eV

Last column: Löwdin charge in e.
Geometry (Å):
C 0.195 1.873 1.413  -0.16
C -0.143 1.226 0.118  0.00
C -0.422 -1.008 0.406  -0.14
C 0.654 0.033 -0.139  -0.37
C 0.444 -0.624 -1.524  -0.16
C -0.910 -1.183 -1.040  -0.18
H 0.855 1.326 2.109  0.07
H -0.712 2.205 1.931  0.07
H 0.706 2.805 1.120  0.09
H -1.133 -0.686 1.174  0.11
H 0.125 -1.880 0.779  0.12
H 1.648 -0.040 0.333  0.13
H 0.440 0.043 -2.389  0.10
H 1.169 -1.430 -1.681  0.11
H -1.203 -2.187 -1.356  0.10
H -1.713 -0.474 -1.253  0.10

---

DFT (wB97M-V/def2-TZVPD) results for an isolated molecule of C6H10.

## Properties
- SMILES: C=C/C(C)=C/C
- HOMO level: -8.44 eV
- Charge: 0
- Gap between HOMO and LUMO: 9.57 eV

Last column: Löwdin charge in e.
Geometry (Å):
C -0.607 -1.444 -0.800  -0.05
C -0.198 -0.301 0.072  -0.31
C -0.019 0.979 -0.248  -0.12
C -0.202 1.502 -1.652  -0.10
C 0.966 -0.124 2.327  0.00
C 0.154 -0.722 1.466  -0.15
H 0.273 -2.054 -0.981  0.09
H -1.049 -1.086 -1.727  0.07
H -1.217 -2.126 -0.229  0.07
H 0.287 1.715 0.482  0.10
H -1.251 1.810 -1.774  0.08
H 0.066 0.808 -2.446  0.07
H 0.335 2.437 -1.813  0.06
H 1.386 0.842 2.207  0.04
H 1.271 -0.555 3.276  0.05
H -0.196 -1.679 1.840  0.09

---

DFT (wB97M-V/def2-TZVPD) results for a structure of composition C6H10.

## Properties
- HOMO level: -7.71 eV
- Charge: 0
- Gap between HOMO and LUMO: 7.92 eV

Last column: Löwdin charge in e.
Geometry (Å):
C -0.215 -0.933 2.030  -0.05
C 0.015 -0.363 0.668  -0.28
C 0.652 -0.953 -0.368  -0.13
C 0.871 -0.052 -1.494  -0.09
C 0.242 1.256 -1.053  -0.25
C -0.465 1.014 0.291  -0.15
H -1.290 -0.960 2.256  0.09
H 0.187 -1.948 2.118  0.08
H 0.255 -0.305 2.800  0.09
H 1.039 -1.970 -0.338  0.11
H 0.310 -0.529 -2.694  0.00
H -0.519 -0.689 -2.728  0.13
H 1.081 1.955 -0.919  0.11
H -0.396 1.695 -1.828  0.11
H -1.563 1.016 0.209  0.12
H -0.206 1.765 1.051  0.12

---

DFT (wB97M-V/def2-TZVPD) results for an isolated molecule of C6H10.

## Properties
- SMILES: CC#CC(C)C
- HOMO level: -9.34 eV
- Charge: 0
- Gap between HOMO and LUMO: 10.40 eV

Last column: Löwdin charge in e.
Geometry (Å):
C 3.017 0.553 -0.426  -0.11
C 1.665 0.253 0.048  -0.08
C 0.530 -0.027 0.351  -0.03
C -0.862 -0.498 0.455  -0.44
C -1.320 -0.865 -0.965  -0.09
C -1.829 0.502 1.102  -0.08
H 3.507 1.335 0.162  0.07
H 3.648 -0.342 -0.401  0.08
H 2.975 0.892 -1.467  0.08
H -0.865 -1.413 1.063  0.13
H -1.480 0.043 -1.557  0.08
H -2.256 -1.432 -0.942  0.08
H -0.559 -1.466 -1.470  0.08
H -1.761 1.486 0.623  0.08
H -2.858 0.139 0.989  0.08
H -1.631 0.624 2.172  0.08

---

DFT (wB97M-V/def2-TZVPD) results for an isolated molecule of C6H10.

## Properties
- SMILES: CC1=CCCC1
- HOMO level: -8.69 eV
- Charge: 0
- Gap between HOMO and LUMO: 9.85 eV

Last column: Löwdin charge in e.
Geometry (Å):
C -1.720 -0.312 1.360  -0.06
C -0.615 -0.070 0.382  -0.32
C -0.718 -0.071 -0.947  -0.09
C 0.603 -0.011 -1.648  -0.19
C 1.562 0.443 -0.494  -0.17
C 0.819 0.126 0.826  -0.16
H -1.778 0.492 2.103  0.08
H -2.683 -0.377 0.845  0.07
H -1.563 -1.249 1.912  0.08
H -1.602 -0.334 -1.521  0.11
H 0.648 -1.016 -2.125  0.11
H 0.677 0.667 -2.505  0.10
H 2.574 0.029 -0.528  0.10
H 1.682 1.535 -0.555  0.11
H 0.906 0.927 1.577  0.11
H 1.208 -0.779 1.317  0.11

---

DFT (wB97M-V/def2-TZVPD) results for a structure of composition C6H10B2O4Sn.

## Properties
- HOMO level: -1.31 eV
- Charge: -2
- Gap between HOMO and LUMO: 4.21 eV

Last column: Löwdin charge in e.
Geometry (Å):
Sn 19.880 12.273 -14.006  1.52
B 19.221 10.612 -16.737  -0.50
H 20.115 10.575 -16.135  -0.14
H 18.928 9.609 -17.009  -0.07
H 18.391 10.946 -16.133  -0.11
H 19.430 11.188 -17.625  -0.09
B 20.629 14.410 -11.621  -0.49
H 20.580 14.011 -10.619  -0.07
H 21.443 14.003 -12.200  -0.11
H 19.696 14.169 -12.105  -0.15
H 20.653 15.489 -11.600  -0.09
C 19.857 8.777 -10.010  -0.03
C 19.562 9.782 -11.038  -0.33
C 18.617 9.329 -12.320  -0.39
O 18.128 10.109 -13.136  -0.12
C 18.343 7.949 -12.333  -0.03
C 18.717 7.081 -11.330  -0.40
C 19.606 7.443 -10.156  -0.40
O 20.226 6.635 -9.348  -0.10
O 18.499 5.883 -11.607  -0.03
O 20.045 10.894 -11.153  -0.06
H 20.533 9.066 -9.218  0.09
H 17.765 7.557 -13.157  0.11

---

> Which formula does entry 1 have?

C6H10

---

> charge of number 2 (C6H10)?

0